Record 1
DFT (ωB97M-V/def2-TZVPD) results for a molecular structure, C26H26CeN3O12S2.

```
70
Properties=species:S:1:pos:R:3:mulliken_charge:R:1
Ce 0.10611 -1.18063 -0.81333 0.42
O 0.00030 -1.94500 1.29275 -0.36
C 0.88914 -2.25806 2.09973 -0.29
C 2.26653 -1.88179 2.06349 1.08
C 3.09297 -2.35950 3.08956 -0.47
C 4.42873 -2.05038 3.11445 -0.57
C 4.99604 -1.26138 2.09564 -0.37
C 4.21784 -0.78804 1.08110 -0.80
C 2.82277 -1.06063 1.01677 0.00
O 2.10895 -0.57371 0.07429 0.06
N 5.25991 -2.55482 4.17689 1.02
O 6.44298 -2.26652 4.16162 -0.64
O 4.74334 -3.24187 5.03861 -0.62
H 0.60761 -2.89901 2.94605 0.33
H 2.68123 -2.98439 3.87202 0.57
H 6.05464 -1.04988 2.14479 0.52
H 4.64913 -0.19891 0.28227 0.47
O -4.85546 -4.72605 -1.04019 -0.56
C -3.83752 -4.11751 -0.85811 0.25
C -2.41958 -4.60882 -1.05185 0.15
O -2.05270 -5.75634 -1.07221 -0.61
C -1.60598 -3.38565 -1.18266 0.77
C -2.42722 -2.24062 -1.01771 1.00
O -2.04337 -1.02274 -1.26614 -0.63
C -3.70217 -2.67115 -0.47370 -0.15
O -4.48572 -2.01680 0.20095 -0.68
O -0.34054 -3.31451 -1.39763 -0.63
O -6.45270 -1.20733 2.52139 -0.55
C -6.13357 0.14137 2.31841 -0.52
N -4.71186 0.32197 2.07500 0.06
C -3.97269 1.27179 2.66027 0.53
O -4.41585 2.12072 3.41954 -0.71
C -2.50173 1.26605 2.32731 0.09
C -1.64127 1.89054 3.22189 -0.54
C -0.29121 1.95987 2.92044 -1.21
C 0.15777 1.40322 1.73720 -0.42
N -0.64882 0.79631 0.86172 0.37
C -1.95404 0.74287 1.15947 -0.36
H -6.18474 -1.69965 1.73345 0.36
H -6.39241 0.68791 3.22129 0.39
H -6.69782 0.54839 1.47114 0.28
H -4.33236 -0.32601 1.39787 0.23
H -2.04880 2.32379 4.12569 0.49
H 0.40541 2.44388 3.59116 0.48
H 1.20956 1.42866 1.47047 0.60
H -2.58236 0.27801 0.41105 0.68
C 1.05152 0.91424 -5.05649 -0.84
C 0.67841 2.37651 -4.82913 -0.34
C -0.56054 2.59444 -3.96553 -0.89
S -0.49637 2.16355 -2.18526 0.29
O -0.00925 0.74650 -2.09788 -0.12
C 0.93286 3.22315 -1.68934 -1.06
C 2.25055 2.46666 -1.61577 0.80
C 3.30361 3.28521 -0.87200 -1.70
H 1.85294 0.83650 -5.79211 0.41
H 0.19510 0.35091 -5.43282 0.36
H 1.37941 0.44128 -4.13662 -0.12
H 0.46272 2.83902 -5.79515 0.40
H 1.52821 2.92080 -4.41115 0.17
H -1.40103 2.00299 -4.33557 0.52
H -0.85633 3.64597 -3.96300 0.48
H 0.66123 3.60189 -0.70170 0.53
H 0.97429 4.06549 -2.38057 0.62
H 2.60723 2.23615 -2.62159 0.19
H 2.10137 1.51915 -1.10399 -0.40
H 3.45265 4.25877 -1.34218 0.44
H 4.25804 2.75950 -0.86332 0.38
H 3.00247 3.45173 0.16429 0.34
S 2.49107 -2.84211 -3.52774 -0.05
C 1.73135 -1.83596 -2.66759 0.08
```

Computed properties:
2S+1 = 2
lowest unoccupied orbital energy (alpha / beta) = -1.6 / -1.6 eV
charge = 0

Record 2
DFT (ωB97M-V/def2-TZVPD) results for a molecular structure, C26H26Cl4N4O4PPd.

```
66
Properties=species:S:1:pos:R:3:mulliken_charge:R:1
Pd -0.32550 0.03289 0.31677 -0.03
Cl -6.32395 1.50856 3.13323 -0.04
C -4.70136 1.45786 2.74520 0.70
C -3.79153 2.43004 3.45637 0.44
Cl -4.49002 3.44832 4.59451 -0.05
C -2.46566 2.48901 3.18710 -0.10
Cl -1.38516 3.56305 3.92991 -0.09
C -1.92158 1.57050 2.20980 0.70
O -0.73917 1.50896 1.89757 -0.62
C -2.85807 0.57126 1.50923 0.24
O -2.32178 -0.20055 0.69486 -0.71
C -4.24352 0.56712 1.81681 -0.28
Cl -5.24664 -0.54430 0.99519 -0.13
C 0.11499 -4.55569 -2.15987 -0.73
N -1.11013 -4.29470 -1.25278 0.00
C -2.31895 -3.96269 -2.15820 -0.73
N -2.00970 -2.87942 -3.01975 0.19
C -0.84014 -3.18271 -3.84547 -0.88
N 0.33753 -3.44596 -3.01793 0.17
C 0.85411 -2.25155 -2.35418 -0.83
P -0.44951 -1.61968 -1.22058 2.07
C -0.83129 -3.17284 -0.29629 -1.08
C -1.90734 -1.58574 -2.35083 -1.00
H -0.12330 -5.45035 -2.73466 0.36
H 0.96224 -4.74908 -1.50314 0.39
H -1.31833 -5.14472 -0.72275 0.35
H -3.15555 -3.73752 -1.49764 0.40
H -2.52407 -4.86924 -2.72726 0.37
H -0.63856 -2.34606 -4.51153 0.38
H -1.05166 -4.06390 -4.45127 0.32
H 1.09447 -1.49100 -3.09828 0.44
H 1.76686 -2.46922 -1.79760 0.46
H -1.70580 -3.02411 0.33915 0.45
H 0.01615 -3.45111 0.33208 0.40
H -1.77000 -0.80162 -3.09686 0.46
H -2.81154 -1.35777 -1.78326 0.42
C 3.80371 4.17684 3.07368 -0.95
O 4.34493 3.09549 2.31159 -0.29
C 5.67050 3.12096 2.05190 1.02
C 6.52597 4.17325 2.36224 -0.69
C 7.87983 4.07935 2.07664 -0.75
C 8.41439 2.94135 1.48528 -0.79
C 7.57341 1.89356 1.16425 -0.64
C 6.21191 1.99443 1.42229 0.31
N 5.40077 0.85049 1.12113 0.08
C 4.22411 0.72630 0.58054 -0.42
C 3.41615 1.70360 -0.08964 0.34
C 3.94729 2.90125 -0.59774 -0.37
C 3.16524 3.77931 -1.31346 -1.02
C 1.82467 3.46970 -1.52879 -0.82
C 1.27567 2.28784 -1.05918 -0.13
C 2.05913 1.38464 -0.34391 1.09
O 1.58821 0.20281 0.10575 -0.99
H 2.75975 3.92698 3.23779 0.13
H 3.86862 5.11505 2.52094 0.42
H 4.31626 4.27000 4.03124 0.41
H 6.14474 5.06194 2.84145 0.48
H 8.52657 4.90776 2.33098 0.42
H 9.47230 2.87020 1.27988 0.42
H 7.96544 0.99748 0.69832 0.45
H 5.83710 -0.02133 1.39925 0.37
H 3.84492 -0.28820 0.60231 0.53
H 4.99278 3.12433 -0.44235 0.56
H 3.58710 4.69044 -1.71129 0.47
H 1.19988 4.15330 -2.08859 0.44
H 0.23839 2.05822 -1.28344 0.52
```

Computed properties:
lowest unoccupied orbital energy = -10.6 eV
charge = +3

Record 3
DFT (ωB97M-V/def2-TZVPD) results for a molecular structure, C26H26CrN2O3S2.

```
60
Properties=species:S:1:pos:R:3:mulliken_charge:R:1
Cr 1.33138 0.18774 0.00025 -0.30
C 1.21948 -1.10746 -2.88475 -0.82
O 1.72608 -0.03836 -2.08205 0.03
C 3.10878 0.24754 -2.29585 -0.55
C 3.97098 -0.43856 -1.22815 -0.51
O 3.28248 -0.19896 0.00015 -0.12
C 3.97088 -0.43926 1.22835 -0.51
C 3.10858 0.24634 2.29635 -0.55
O 1.72598 -0.03926 2.08225 0.03
C 1.21888 -1.10836 2.88495 -0.82
H 1.45038 -0.92906 -3.93835 0.36
H 0.13778 -1.11366 -2.75505 0.20
H 1.63728 -2.07316 -2.58635 0.41
H 3.20798 1.33594 -2.20895 0.27
H 3.42458 -0.05956 -3.29785 0.49
H 4.97508 0.00114 -1.20895 0.43
H 4.06238 -1.51836 -1.40675 0.35
H 4.97498 0.00024 1.20955 0.44
H 4.06198 -1.51916 1.40635 0.34
H 3.20798 1.33474 2.21015 0.28
H 3.42428 -0.06146 3.29825 0.49
H 1.44918 -0.92966 3.93865 0.36
H 1.63688 -2.07396 2.58705 0.40
H 0.13728 -1.11466 2.75455 0.20
S 0.22268 -5.40006 -0.00115 -0.12
C -0.53652 -6.91346 -0.00065 -0.35
C -1.91202 -6.81916 0.00005 -0.62
C -2.36302 -5.50056 0.00025 -0.52
C -1.33012 -4.57076 -0.00025 0.33
C -1.41422 -3.14366 -0.00015 1.12
C -0.24452 -2.34326 0.00005 -1.12
N -0.25272 -1.02516 0.00005 1.35
C -1.45192 -0.39106 0.00005 -0.79
C -2.68892 -1.08816 -0.00025 0.76
C -3.89682 -0.31936 -0.00035 -1.18
C -3.86962 1.03474 -0.00025 -1.12
C -2.63302 1.75374 -0.00005 0.38
C -2.54572 3.14014 -0.00005 -0.35
C -1.28882 3.76284 0.00005 0.90
C -0.14262 2.91864 0.00015 -0.30
N -0.19422 1.59904 0.00015 0.13
C -1.42242 1.01604 0.00005 0.20
C -1.19112 5.19144 0.00005 0.23
C -2.23272 6.11714 0.00045 -0.44
C -1.79532 7.43724 0.00015 -0.59
C -0.41522 7.54084 -0.00055 -0.34
S 0.35748 6.03914 -0.00075 -0.13
C -2.65152 -2.47846 -0.00035 -0.57
H 0.05498 -7.81036 -0.00095 0.46
H -2.55752 -7.68076 0.00045 0.45
H -3.40782 -5.24816 0.00075 0.41
H 0.72778 -2.82336 0.00005 0.27
H -4.83572 -0.84976 -0.00045 0.52
H -4.78802 1.60074 -0.00045 0.53
H -3.45262 3.72174 -0.00035 0.46
H 0.84148 3.37394 0.00035 0.35
H -3.27632 5.86124 0.00115 0.38
H -2.44952 8.29224 0.00045 0.44
H 0.16068 8.44754 -0.00095 0.45
H -3.57612 -3.03376 -0.00055 0.51
```

Computed properties:
2S+1 = 4
lowest unoccupied orbital energy (alpha / beta) = -11.5 / -10.6 eV
charge = +3

Please write out number 2 again, unchanged.
DFT (ωB97M-V/def2-TZVPD) results for a molecular structure, C26H26Cl4N4O4PPd.

```
66
Properties=species:S:1:pos:R:3:mulliken_charge:R:1
Pd -0.32550 0.03289 0.31677 -0.03
Cl -6.32395 1.50856 3.13323 -0.04
C -4.70136 1.45786 2.74520 0.70
C -3.79153 2.43004 3.45637 0.44
Cl -4.49002 3.44832 4.59451 -0.05
C -2.46566 2.48901 3.18710 -0.10
Cl -1.38516 3.56305 3.92991 -0.09
C -1.92158 1.57050 2.20980 0.70
O -0.73917 1.50896 1.89757 -0.62
C -2.85807 0.57126 1.50923 0.24
O -2.32178 -0.20055 0.69486 -0.71
C -4.24352 0.56712 1.81681 -0.28
Cl -5.24664 -0.54430 0.99519 -0.13
C 0.11499 -4.55569 -2.15987 -0.73
N -1.11013 -4.29470 -1.25278 0.00
C -2.31895 -3.96269 -2.15820 -0.73
N -2.00970 -2.87942 -3.01975 0.19
C -0.84014 -3.18271 -3.84547 -0.88
N 0.33753 -3.44596 -3.01793 0.17
C 0.85411 -2.25155 -2.35418 -0.83
P -0.44951 -1.61968 -1.22058 2.07
C -0.83129 -3.17284 -0.29629 -1.08
C -1.90734 -1.58574 -2.35083 -1.00
H -0.12330 -5.45035 -2.73466 0.36
H 0.96224 -4.74908 -1.50314 0.39
H -1.31833 -5.14472 -0.72275 0.35
H -3.15555 -3.73752 -1.49764 0.40
H -2.52407 -4.86924 -2.72726 0.37
H -0.63856 -2.34606 -4.51153 0.38
H -1.05166 -4.06390 -4.45127 0.32
H 1.09447 -1.49100 -3.09828 0.44
H 1.76686 -2.46922 -1.79760 0.46
H -1.70580 -3.02411 0.33915 0.45
H 0.01615 -3.45111 0.33208 0.40
H -1.77000 -0.80162 -3.09686 0.46
H -2.81154 -1.35777 -1.78326 0.42
C 3.80371 4.17684 3.07368 -0.95
O 4.34493 3.09549 2.31159 -0.29
C 5.67050 3.12096 2.05190 1.02
C 6.52597 4.17325 2.36224 -0.69
C 7.87983 4.07935 2.07664 -0.75
C 8.41439 2.94135 1.48528 -0.79
C 7.57341 1.89356 1.16425 -0.64
C 6.21191 1.99443 1.42229 0.31
N 5.40077 0.85049 1.12113 0.08
C 4.22411 0.72630 0.58054 -0.42
C 3.41615 1.70360 -0.08964 0.34
C 3.94729 2.90125 -0.59774 -0.37
C 3.16524 3.77931 -1.31346 -1.02
C 1.82467 3.46970 -1.52879 -0.82
C 1.27567 2.28784 -1.05918 -0.13
C 2.05913 1.38464 -0.34391 1.09
O 1.58821 0.20281 0.10575 -0.99
H 2.75975 3.92698 3.23779 0.13
H 3.86862 5.11505 2.52094 0.42
H 4.31626 4.27000 4.03124 0.41
H 6.14474 5.06194 2.84145 0.48
H 8.52657 4.90776 2.33098 0.42
H 9.47230 2.87020 1.27988 0.42
H 7.96544 0.99748 0.69832 0.45
H 5.83710 -0.02133 1.39925 0.37
H 3.84492 -0.28820 0.60231 0.53
H 4.99278 3.12433 -0.44235 0.56
H 3.58710 4.69044 -1.71129 0.47
H 1.19988 4.15330 -2.08859 0.44
H 0.23839 2.05822 -1.28344 0.52
```

Computed properties:
lowest unoccupied orbital energy = -10.6 eV
charge = +3